{
  "formula": "C28H29ClN4O5",
  "method": "wB97M-V/def2-TZVPD",
  "symbols": ["C", "O", "C", "C", "C", "C", "C", "C", "C", "C", "N", "O", "N", "C", "C", "C", "C", "Cl", "C", "C", "C", "H", "H", "H", "H", "H", "H", "H", "H", "H", "H", "H", "H", "H", "C", "N", "C", "O", "C", "C", "C", "C", "C", "C", "O", "C", "C", "N", "C", "C", "O", "H", "H", "H", "H", "H", "H", "H", "H", "H", "H", "H", "H", "H", "H", "H", "H"],
  "coordinates": [[-6.9839, -2.1992, -0.8321], [-5.6019, -2.5098, -1.0573], [-4.9487, -3.2861, -0.1284], [-5.4755, -3.6673, 1.1210], [-4.7301, -4.4677, 1.9926], [-3.4541, -4.8990, 1.6244], [-2.9112, -4.5340, 0.3866], [-1.5759, -4.9935, -0.0106], [-1.1220, -6.2956, -0.1305], [-1.8306, -7.5660, 0.0443], [-3.1747, -7.6545, 0.2629], [-1.2459, -8.6288, -0.0819], [0.2116, -6.2402, -0.5307], [0.6250, -4.9273, -0.6901], [1.8447, -4.3671, -1.0779], [1.9643, -2.9711, -1.1383], [0.8762, -2.1492, -0.8098], [1.0369, -0.4115, -0.8762], [-0.3412, -2.7265, -0.4251], [-0.4626, -4.1195, -0.3737], [-3.6639, -3.7207, -0.4698], [-7.3789, -1.6435, -1.6879], [-7.5744, -3.1137, -0.7163], [-7.1013, -1.5786, 0.0619], [-6.4606, -3.3462, 1.4394], [-5.1396, -4.7548, 2.9571], [-2.8750, -5.5146, 2.3074], [-3.5951, -8.5637, 0.1054], [-3.7264, -6.8060, 0.1682], [0.7891, -7.0663, -0.6931], [2.6918, -4.9983, -1.3270], [2.9029, -2.5126, -1.4356], [-1.1835, -2.0943, -0.1644], [-3.2535, -3.4297, -1.4316], [-0.9413, 3.9332, -1.6338], [0.0328, 3.2038, -2.4454], [1.3264, 2.9957, -2.1805], [2.0076, 2.3686, -2.9843], [1.9691, 3.5720, -0.9036], [2.5397, 4.9741, -1.1927], [3.2359, 5.6476, -0.0247], [4.6162, 5.4482, 0.1739], [5.2692, 6.0432, 1.2694], [4.5383, 6.8487, 2.1684], [5.1592, 7.4245, 3.2299], [3.1572, 7.0525, 1.9680], [2.5066, 6.4550, 0.8706], [3.0358, 2.6782, -0.4284], [3.3308, 2.3223, 0.8214], [2.4570, 2.7810, 1.9732], [4.2953, 1.6076, 1.0467], [-1.1286, 3.3971, -0.7014], [-0.5776, 4.9377, -1.4112], [-1.8816, 4.0186, -2.1815], [-0.2880, 2.7823, -3.3047], [1.1996, 3.6618, -0.1403], [1.7318, 5.6222, -1.5327], [3.2523, 4.8947, -2.0156], [5.1738, 4.8203, -0.5085], [6.3240, 5.8760, 1.4221], [6.0898, 7.2020, 3.2625], [2.6100, 7.6679, 2.6658], [1.4481, 6.6128, 0.7215], [3.6123, 2.2571, -1.1425], [2.4888, 3.8652, 2.0468], [2.8403, 2.3471, 2.8958], [1.4371, 2.4381, 1.8133]],
  "lowdin_charge": [-0.08, -0.09, -0.26, -0.02, -0.06, -0.06, -0.20, -0.06, -0.10, -0.47, 0.17, 0.05, 0.14, -0.19, 0.00, -0.10, -0.65, 0.68, -0.03, -0.11, 0.05, 0.09, 0.09, 0.09, 0.10, 0.11, 0.12, 0.12, 0.09, 0.17, 0.11, 0.11, 0.11, 0.13, -0.06, 0.03, -0.48, 0.04, -0.21, -0.09, -0.24, -0.02, 0.00, -0.31, 0.05, -0.01, -0.04, 0.12, -0.56, 0.02, 0.03, 0.08, 0.08, 0.09, 0.15, 0.13, 0.11, 0.13, 0.12, 0.11, 0.10, 0.11, 0.11, 0.15, 0.07, 0.09, 0.08],
  "homo_energy_ev": -8.145,
  "spin_multiplicity": 1,
  "gap_ev": 8.4,
  "smiles": "COc1cccc(-c2c(C(N)=O)[nH]c3ccc(Cl)cc23)c1.CNC(=O)[C@H](Cc1ccc(O)cc1)NC(C)=O"
}

=====

{
  "formula": "C28H29F3N5O2PS2Tc",
  "method": "wB97M-V/def2-TZVPD",
  "symbols": ["Tc", "F", "C", "F", "F", "C", "C", "C", "C", "N", "C", "S", "H", "H", "H", "O", "N", "N", "O", "C", "C", "C", "C", "C", "C", "H", "H", "H", "H", "H", "C", "N", "C", "S", "N", "C", "H", "H", "H", "H", "H", "H", "H", "H", "C", "P", "C", "C", "C", "C", "C", "C", "C", "C", "C", "C", "C", "C", "H", "H", "H", "H", "H", "H", "H", "H", "H", "H", "H", "H", "H"],
  "coordinates": [[-0.1390, -0.0248, 0.2030], [-6.3404, -0.1877, 0.4951], [-5.2724, -0.5040, -0.2369], [-5.6712, -0.6368, -1.5012], [-4.8478, -1.7048, 0.1825], [-4.1948, 0.5433, -0.0794], [-4.5248, 1.8760, 0.1114], [-3.5142, 2.8129, 0.3129], [-2.2070, 2.3735, 0.3870], [-1.8923, 1.1004, 0.2013], [-2.8419, 0.1939, -0.0898], [-2.1050, -1.3182, -0.4562], [-5.5619, 2.1731, 0.1140], [-3.7454, 3.8580, 0.4321], [-1.3899, 3.0450, 0.6110], [0.3088, 0.7179, -1.6641], [1.0007, 1.7800, -1.7027], [1.3552, 2.2478, -0.5930], [1.0308, 1.6359, 0.5311], [2.1731, 3.4072, -0.4868], [1.6218, 4.5946, -0.0268], [2.4430, 5.6950, 0.1432], [3.8006, 5.5937, -0.1174], [4.3397, 4.3991, -0.5733], [3.5272, 3.2961, -0.7706], [0.5643, 4.6654, 0.1744], [2.0236, 6.6271, 0.4886], [4.4390, 6.4509, 0.0282], [5.3987, 4.3199, -0.7656], [3.9321, 2.3614, -1.1281], [-1.6830, -3.2677, 3.3156], [-0.2618, -3.0425, 3.4652], [0.3613, -1.9325, 3.1321], [-0.5273, -0.5546, 2.5444], [1.6655, -1.7676, 3.3061], [2.5665, -2.7116, 3.9309], [-1.8671, -4.3376, 3.2523], [-2.0455, -2.7831, 2.4082], [-2.2278, -2.8587, 4.1690], [0.2567, -3.7715, 3.9405], [2.0297, -0.8461, 3.1142], [2.3539, -2.8157, 4.9956], [3.5823, -2.3439, 3.8122], [2.4979, -3.6883, 3.4501], [1.2592, -2.1454, -2.1498], [1.4604, -1.7667, -0.3759], [1.2445, -3.4214, 0.3615], [2.3079, -4.1506, 0.8861], [2.1071, -5.4607, 1.2937], [0.8530, -6.0409, 1.1988], [-0.2129, -5.3078, 0.6975], [-0.0176, -4.0042, 0.2800], [3.2291, -1.3648, -0.1964], [3.6382, -0.3646, 0.6847], [4.9849, -0.0697, 0.8197], [5.9248, -0.7637, 0.0733], [5.5190, -1.7477, -0.8145], [4.1784, -2.0581, -0.9477], [1.8309, -3.0327, -2.4202], [1.5864, -1.2951, -2.7489], [0.2048, -2.3380, -2.3478], [3.2924, -3.7108, 0.9500], [2.9407, -6.0389, 1.6648], [0.7091, -7.0658, 1.5029], [-1.1896, -5.7566, 0.6078], [-0.8462, -3.4433, -0.1316], [2.9008, 0.1991, 1.2493], [5.3077, 0.7002, 1.5036], [6.9736, -0.5331, 0.1817], [6.2512, -2.2780, -1.4009], [3.8782, -2.8510, -1.6154]],
  "mulliken_spin": [1.06, 0.00, 0.00, 0.00, 0.00, -0.01, 0.01, -0.01, 0.00, 0.02, 0.01, -0.12, 0.00, 0.00, 0.00, 0.04, -0.02, 0.02, 0.08, 0.00, 0.00, 0.00, 0.00, 0.00, 0.00, 0.00, 0.00, 0.00, 0.00, 0.00, 0.00, 0.00, 0.00, -0.05, 0.00, 0.00, 0.00, 0.00, 0.00, 0.00, 0.00, 0.00, 0.00, 0.00, 0.01, -0.04, -0.01, 0.00, 0.00, 0.00, 0.00, 0.00, -0.01, 0.02, 0.00, 0.00, 0.00, 0.00, 0.00, 0.00, 0.00, 0.00, 0.00, 0.00, 0.00, 0.00, 0.00, 0.00, 0.00, 0.00, 0.00],
  "homo_energy_ev": [-14.343, -14.497],
  "spin_multiplicity": 2,
  "gap_ev": [5.6, 6.5],
  "total_charge": 2
}

=====

Number 1: E -58228.811 eV. Number 2: E -82347.771 eV.